(1)
DFT (the ωB97M-V functional and the def2-TZVPD basis) results for a structure of composition C42H55AsBiN6O5S5 in a non-equilibrium geometry.

Net charge: -1

The geometry in XYZ format:
```
115
Properties=species:S:1:pos:R:3:forces:R:3:mulliken_charge:R:1
Bi -0.367 -0.730 -0.321 1.10 0.31 -0.62 1.801
S -4.557 0.178 -2.031 0.37 0.08 -0.13 -0.472
As -3.667 -0.545 -0.284 -0.88 -0.15 -0.09 0.432
S -2.052 0.739 0.722 -0.88 0.32 0.07 -0.804
S -2.270 -2.266 -0.756 -0.88 -0.13 -0.17 -0.508
S -5.155 -1.047 1.106 0.16 -0.10 0.31 -0.563
C -2.338 -1.918 2.947 -0.37 -0.33 -0.05 -0.734
N -1.208 -1.090 3.311 0.35 0.00 -0.12 0.647
C -1.562 0.063 4.104 -0.02 0.11 0.18 -1.080
C 0.008 -1.345 2.809 0.04 0.07 0.43 -0.940
N 0.090 -1.975 1.631 0.07 0.34 -0.33 0.558
C 0.884 -3.107 1.528 0.14 -0.47 0.21 0.301
C 1.213 -3.834 2.676 -0.02 -0.20 -0.01 -0.070
C 1.987 -4.976 2.627 0.12 0.00 0.18 -0.728
C 2.457 -5.435 1.412 0.01 -0.25 -0.09 -1.082
C 2.052 -4.797 0.258 0.06 0.11 0.14 -0.103
C 1.235 -3.668 0.288 0.33 -0.47 0.28 -1.420
N 0.798 -3.124 -0.907 -0.19 0.53 -0.09 0.360
C 0.219 -3.879 -1.784 0.16 -0.35 -0.11 0.061
N 0.195 -3.493 -3.095 -0.10 0.10 0.24 0.190
C -1.051 -3.579 -3.829 -0.15 -0.10 -0.24 -1.021
C 1.064 -2.412 -3.497 0.23 0.03 -0.04 -0.547
N -0.345 -5.103 -1.531 -0.04 0.06 -0.16 0.841
C -0.999 -5.431 -0.291 -0.05 0.01 0.28 -0.884
C -0.249 -6.192 -2.467 0.07 -0.08 -0.05 -1.348
N 1.113 -0.996 3.516 -0.21 -0.03 -0.04 0.828
C 2.424 -0.995 2.901 0.33 -0.03 -0.46 -1.286
C 1.140 -0.965 4.959 -0.10 -0.09 0.17 -1.304
H -2.687 -2.454 3.836 -0.02 0.02 0.10 0.345
H -2.055 -2.644 2.189 -0.04 0.12 0.01 0.103
H -3.170 -1.322 2.567 0.13 -0.03 -0.02 0.098
H -2.324 0.629 3.560 0.06 -0.04 0.05 0.403
H -0.697 0.701 4.250 -0.02 -0.03 0.09 0.223
H -1.978 -0.246 5.068 0.06 0.02 0.03 0.325
H 0.819 -3.506 3.626 0.01 0.05 0.13 0.346
H 2.226 -5.498 3.542 0.03 -0.05 0.10 0.422
H 3.092 -6.307 1.353 0.05 -0.08 0.03 0.360
H 2.350 -5.175 -0.710 0.06 0.00 -0.08 0.496
H -1.479 -2.582 -3.965 0.01 0.00 0.03 0.069
H -0.885 -4.037 -4.807 -0.03 0.00 -0.06 0.291
H -1.771 -4.169 -3.270 -0.03 0.01 -0.04 0.453
H 1.360 -2.574 -4.537 -0.02 0.08 -0.02 0.461
H 1.946 -2.429 -2.860 0.04 0.08 -0.11 0.365
H 0.573 -1.439 -3.402 0.01 -0.02 -0.05 -0.450
H -1.162 -4.531 0.291 -0.03 -0.01 0.05 0.036
H -0.415 -6.146 0.302 -0.01 0.03 -0.03 0.252
H -1.979 -5.861 -0.514 -0.01 -0.02 0.03 0.401
H 0.348 -5.892 -3.323 -0.02 -0.04 -0.04 0.373
H -1.235 -6.520 -2.811 -0.01 0.00 -0.04 0.355
H 0.238 -7.044 -1.976 -0.02 -0.01 -0.04 0.372
H 2.350 -0.563 1.901 0.14 -0.08 0.18 0.080
H 2.853 -2.001 2.840 -0.02 0.07 0.17 0.338
H 3.083 -0.366 3.498 -0.01 0.02 -0.01 0.608
H 0.185 -1.273 5.373 -0.05 0.02 0.03 0.487
H 1.387 0.035 5.327 -0.02 -0.01 0.06 0.119
H 1.907 -1.661 5.316 -0.01 0.04 -0.03 0.457
O 0.437 2.219 -1.086 0.18 0.25 -0.08 0.049
C 1.846 2.344 -1.024 -0.10 -0.29 0.24 3.776
C 2.358 1.259 -0.009 -0.09 0.01 -0.47 -1.628
O 3.524 0.888 -0.055 0.54 -0.03 -0.03 -0.797
O 1.478 0.856 0.816 -0.06 -0.22 -0.15 0.238
C 2.332 2.169 -2.448 0.08 0.09 -0.08 -1.178
C 2.341 0.914 -3.041 -0.05 0.07 0.05 0.066
C 2.629 0.777 -4.388 -0.03 -0.14 0.00 -0.434
C 2.914 1.893 -5.158 0.09 0.05 -0.11 -0.807
C 2.928 3.146 -4.569 -0.01 0.06 -0.18 -0.950
C 2.637 3.284 -3.224 -0.07 -0.12 0.11 -0.432
C 2.256 3.705 -0.493 0.00 0.28 0.14 -0.724
C 1.339 4.752 -0.506 0.15 -0.01 -0.14 -0.118
C 1.672 5.984 0.021 -0.07 0.12 -0.06 -0.862
C 2.938 6.201 0.539 0.07 0.14 0.07 -0.634
C 3.868 5.177 0.516 0.09 0.12 0.08 -0.959
C 3.532 3.934 0.006 -0.05 -0.04 -0.04 0.299
H 0.137 2.478 -0.182 -0.08 -0.09 -0.10 0.108
H 2.102 0.051 -2.438 0.02 -0.11 0.04 0.215
H 2.622 -0.203 -4.849 0.01 -0.07 0.02 0.405
H 3.130 1.788 -6.213 0.02 -0.03 -0.04 0.395
H 3.147 4.025 -5.162 0.02 0.00 -0.02 0.416
H 2.621 4.267 -2.775 0.05 0.00 -0.05 0.397
H 0.356 4.588 -0.923 -0.06 -0.04 0.04 0.456
H 0.936 6.775 0.034 -0.04 0.07 -0.02 0.441
H 3.198 7.165 0.955 0.02 0.05 0.02 0.373
H 4.862 5.350 0.904 0.11 -0.03 0.04 0.411
H 4.254 3.131 0.012 0.03 -0.11 -0.05 0.556
C -1.126 0.540 -5.198 0.14 -0.09 0.17 -1.966
C -1.442 0.879 -3.759 0.26 -0.40 -0.23 0.708
O -0.947 0.223 -2.858 -0.20 0.22 -0.12 1.130
C -2.333 2.028 -3.545 -0.28 0.60 0.38 0.068
C -3.248 2.446 -4.513 0.26 -0.13 0.10 -0.487
C -4.057 3.538 -4.276 -0.15 0.10 -0.07 -0.766
C -3.950 4.244 -3.087 -0.05 0.01 0.05 -0.515
C -3.053 3.831 -2.117 -0.03 0.09 0.00 -0.981
C -2.261 2.722 -2.338 0.18 -0.15 -0.11 0.460
H -0.224 -0.066 -5.251 0.00 -0.02 0.06 0.226
H -0.994 1.453 -5.771 0.01 0.03 -0.17 0.522
H -1.957 -0.027 -5.613 -0.13 -0.04 -0.11 0.429
H -3.356 1.897 -5.435 0.01 -0.05 -0.13 0.393
H -4.783 3.842 -5.017 -0.03 0.01 -0.06 0.375
H -4.577 5.109 -2.912 -0.04 0.02 -0.01 0.380
H -2.980 4.368 -1.181 0.02 -0.01 0.07 0.490
H -1.553 2.393 -1.597 -0.12 -0.04 -0.03 0.157
O 0.141 3.258 1.343 -0.50 0.89 -1.33 -0.881
S 0.397 2.356 2.470 0.29 0.04 2.31 1.295
C 2.145 2.590 3.019 -0.42 0.01 -0.19 -0.647
C 2.201 3.877 3.809 0.00 0.01 0.14 -0.546
C 1.006 3.810 4.752 0.21 0.15 0.05 -0.623
C -0.179 3.465 3.876 0.07 -0.46 -0.18 -1.177
H 2.796 2.567 2.152 -0.04 -0.12 -0.07 0.292
H 2.344 1.725 3.649 0.11 -0.14 0.08 0.255
H 2.092 4.720 3.125 0.04 0.08 -0.03 0.114
H 3.148 3.984 4.341 0.02 0.03 -0.03 0.425
H 0.857 4.751 5.283 -0.07 0.01 0.06 0.418
H 1.171 3.031 5.500 0.04 -0.05 0.08 0.242
H -0.543 4.340 3.345 -0.08 0.01 -0.10 0.443
H -0.998 2.996 4.413 -0.16 -0.05 0.03 0.379
```
Forces are in eV/Å.

***

(2)
DFT (the ωB97M-V functional and the def2-TZVPD basis) results for a cluster of 5 separate species, C42H55Cl2F12IN3O17P3S in total in a non-equilibrium geometry.

The geometry in XYZ format:
```
136
Properties=species:S:1:pos:R:3:forces:R:3:mulliken_charge:R:1
C 3.035 5.670 -4.012 0.06 0.63 0.69 -0.754
C 1.475 5.887 -4.322 0.01 -0.11 0.57 -0.564
C 0.572 4.561 -4.095 0.56 0.66 -1.73 0.267
O -0.308 4.784 -2.950 -0.42 -2.80 0.49 -0.608
C -0.686 3.534 -2.343 -0.21 -2.61 1.42 -0.088
C -2.077 2.850 -2.611 2.12 -0.48 1.20 0.508
C -3.026 3.657 -3.625 0.29 0.78 0.07 -1.210
P -2.831 2.968 -5.403 2.02 -2.01 -0.76 0.685
O -1.905 1.743 -5.360 -2.14 2.87 -0.43 -0.446
O -2.139 4.216 -6.381 -1.17 -2.29 1.31 -0.544
O -4.322 2.586 -6.128 2.50 0.98 0.46 -0.546
C -2.483 1.471 -1.953 3.59 1.32 0.64 1.284
C -3.885 0.760 -2.233 1.22 -0.15 0.24 -0.874
C -5.194 1.651 -1.911 -1.63 -0.76 0.04 0.647
N -4.945 2.846 -1.058 -0.59 -0.45 0.28 -0.520
N -6.145 0.777 -1.119 0.55 0.91 -0.31 -0.724
N -5.957 1.957 -3.184 1.99 0.07 0.55 -0.556
C -1.382 0.824 -1.033 0.42 2.29 -0.99 -0.417
C 0.018 1.517 -0.792 -1.36 1.27 -1.01 0.021
C 0.410 2.890 -1.405 -3.10 -1.88 -0.57 0.662
C 1.799 3.633 -1.180 0.04 0.08 -0.32 -0.744
C 1.673 5.078 -0.472 1.05 -0.33 0.11 -0.592
C 1.283 4.835 1.070 0.90 -1.06 -1.00 -0.426
I -0.289 6.253 1.596 0.67 -0.72 0.14 -0.027
C 1.046 0.736 0.177 0.51 -0.12 -0.97 -0.013
O 2.273 0.631 -0.059 -4.06 0.45 1.21 -0.599
C 0.319 0.053 1.451 -1.06 -1.11 2.12 0.328
C 0.979 0.120 2.844 -3.29 -2.85 -0.88 -0.475
P 2.631 1.000 3.212 -1.28 1.69 0.97 0.288
S 2.199 2.750 4.025 0.07 -0.40 -0.27 -0.395
C 0.205 -0.595 4.016 -0.96 0.11 -2.90 -0.019
Cl 1.060 -0.477 5.654 -1.52 -0.45 -2.18 -0.233
C -1.176 -1.331 3.814 1.19 1.05 -1.44 -0.205
C -1.850 -2.055 5.087 0.72 0.39 0.68 -0.381
Cl -2.345 -3.823 4.739 0.50 1.59 0.13 -0.116
C -3.035 -1.198 5.771 0.40 0.20 0.50 -0.125
C -2.384 -0.433 7.053 0.45 -0.22 -0.58 -0.945
C -1.873 -1.347 2.389 4.05 2.99 0.42 1.129
P -3.538 -2.133 2.020 -0.73 -5.70 -1.69 0.885
O -3.253 -3.600 1.623 -0.79 4.68 1.02 -0.729
O -4.626 -2.182 3.323 1.51 1.77 -2.01 -0.499
O -4.404 -1.339 0.746 1.26 0.39 3.77 -0.376
C -1.077 -0.649 1.228 1.04 0.22 2.01 0.005
C -1.583 -0.607 -0.309 -0.45 -0.67 -1.49 -0.511
O -2.035 -1.592 -0.933 1.47 3.27 2.54 -0.552
H 3.631 6.612 -4.318 -0.92 -1.62 0.30 0.360
H 3.191 5.583 -2.869 -0.30 0.08 -1.81 -0.008
H 3.495 4.738 -4.482 -0.73 1.31 0.40 0.299
H 1.307 6.330 -5.375 0.31 -0.91 1.62 0.337
H 1.088 6.668 -3.573 0.48 -1.08 -1.15 0.243
H 1.202 3.604 -4.008 -0.93 1.46 0.17 0.407
H -0.082 4.440 -5.024 0.75 0.01 1.31 -0.152
H -4.113 3.721 -3.292 1.57 -0.36 -0.56 0.365
H -2.659 4.753 -3.705 -0.42 -1.82 0.22 0.493
H -1.498 3.749 -6.965 -0.44 0.32 0.50 0.357
H -4.082 2.328 -7.056 -0.45 0.18 0.98 0.349
H -3.859 0.359 -3.321 -0.19 0.80 1.63 0.306
H -3.966 -0.181 -1.565 0.41 1.63 -1.15 0.281
H -5.545 2.752 -0.213 0.61 0.08 -0.91 0.301
H -5.250 3.725 -1.494 0.24 -0.69 0.10 0.267
H -5.694 0.484 -0.244 -0.28 -0.19 -0.86 0.018
H -6.471 -0.014 -1.687 0.44 0.40 0.50 0.312
H -5.248 1.888 -3.928 -0.86 0.12 0.09 0.060
H -6.297 2.929 -3.186 0.05 -0.68 0.13 0.421
H 2.551 3.035 -0.543 -1.69 0.59 -1.05 0.243
H 2.311 3.742 -2.211 -0.89 -0.14 1.66 0.144
H 2.739 5.531 -0.502 -1.76 -0.66 0.04 0.077
H 1.006 5.818 -1.026 0.66 -1.31 0.82 0.640
H 0.918 3.741 1.165 0.14 2.02 0.13 0.000
H 2.209 4.911 1.750 -1.73 0.22 -0.92 0.386
H 3.389 1.287 2.036 -0.35 -1.13 0.36 0.082
H 3.377 0.286 4.211 -0.35 -0.40 -1.20 0.142
H -1.049 -2.170 5.913 -1.17 0.17 -1.72 0.458
H -3.918 -1.845 6.127 1.54 0.78 -0.81 0.368
H -3.401 -0.442 4.989 0.39 -0.99 1.35 0.095
H -1.702 -1.132 7.672 -1.20 0.89 -1.09 0.245
H -1.689 0.385 6.633 -1.23 -1.00 0.95 0.195
H -3.171 -0.036 7.778 1.04 -0.28 -1.24 0.351
H -5.099 -1.331 3.462 0.35 -0.69 0.03 0.339
H -4.832 -0.582 1.232 0.30 -0.73 -0.96 0.250
C 6.716 3.263 3.437 -0.24 0.23 -0.06 -0.896
C 7.491 3.001 2.160 0.36 -0.18 0.78 -0.232
O 6.665 3.235 1.009 -0.33 0.72 -0.88 -0.307
C 6.550 4.521 0.615 1.18 -0.45 1.61 0.136
O 7.084 5.449 1.166 -0.68 -0.38 -0.86 -0.515
C 5.691 4.618 -0.642 -1.07 0.27 -1.60 1.101
F 4.574 3.860 -0.565 0.74 0.16 0.35 -0.223
F 6.356 4.205 -1.741 0.11 0.04 0.66 -0.272
F 5.279 5.874 -0.898 0.44 -0.46 0.54 -0.264
H 5.795 2.674 3.456 0.11 -0.04 0.03 0.085
H 7.317 3.009 4.313 -0.02 -0.01 -0.10 0.395
H 6.423 4.313 3.512 0.12 -0.08 0.02 0.308
H 7.792 1.952 2.124 -0.20 0.10 -0.31 0.343
H 8.405 3.600 2.113 -0.24 0.10 -0.14 0.328
C -0.579 -7.348 5.087 -0.27 0.16 0.17 -0.908
C 0.460 -7.992 5.983 -0.07 -0.21 -0.86 -0.258
O 0.457 -7.384 7.284 -0.36 -0.08 1.17 -0.316
C -0.484 -7.828 8.143 0.17 -0.79 -1.89 0.371
O -1.295 -8.678 7.879 0.41 0.72 0.77 -0.512
C -0.340 -7.136 9.495 0.00 0.97 1.73 0.864
F -0.147 -5.804 9.378 -0.08 -0.53 -0.35 -0.228
F 0.713 -7.614 10.194 -0.26 -0.12 -0.58 -0.252
F -1.422 -7.295 10.279 0.33 -0.21 -0.73 -0.246
H -0.431 -6.266 5.044 0.11 -0.12 -0.09 0.099
H -0.524 -7.754 4.075 0.06 0.04 0.08 0.387
H -1.589 -7.515 5.472 0.10 -0.11 -0.05 0.374
H 1.456 -7.832 5.562 -0.02 0.15 0.35 0.318
H 0.313 -9.073 6.057 -0.10 0.17 0.23 0.325
C -1.518 -1.406 -6.049 -0.25 0.16 -0.28 -0.776
C -0.572 -2.220 -6.910 0.19 0.17 0.89 -0.362
O -1.198 -2.579 -8.152 -0.11 0.29 -1.26 -0.312
C -1.183 -1.636 -9.117 0.88 0.27 1.86 0.381
O -0.692 -0.544 -8.990 -0.55 -0.69 -0.68 -0.513
C -1.832 -2.168 -10.392 -0.99 -0.60 -1.64 0.858
F -2.985 -2.828 -10.149 0.49 0.33 0.29 -0.244
F -1.026 -3.034 -11.042 0.04 0.37 0.55 -0.250
F -2.132 -1.191 -11.269 0.35 -0.13 0.73 -0.243
H -2.461 -1.941 -5.904 0.15 -0.11 0.08 0.342
H -1.074 -1.201 -5.073 -0.02 0.01 -0.10 0.284
H -1.763 -0.454 -6.524 0.18 -0.03 0.16 0.203
H -0.325 -3.154 -6.400 -0.15 -0.08 -0.36 0.319
H 0.368 -1.691 -7.085 -0.21 0.03 -0.21 0.332
C 2.275 -4.581 -1.071 -0.30 0.14 0.19 -1.058
C 3.325 -5.209 -0.175 -0.04 -0.21 -0.84 -0.223
O 3.318 -4.592 1.122 -0.34 -0.04 1.14 -0.333
C 2.384 -5.042 1.986 0.10 -0.84 -1.86 0.318
O 1.582 -5.902 1.729 0.44 0.72 0.80 -0.531
C 2.522 -4.340 3.334 0.01 0.88 1.76 0.971
F 2.694 -3.010 3.211 0.07 -0.21 -0.45 -0.177
F 3.581 -4.801 4.035 -0.19 -0.14 -0.60 -0.283
F 1.452 -4.494 4.125 0.07 -0.36 -0.63 -0.233
H 2.411 -3.497 -1.122 0.12 -0.10 -0.07 0.229
H 2.332 -4.993 -2.081 0.05 0.01 0.10 0.390
H 1.269 -4.757 -0.683 0.10 -0.10 -0.07 0.330
H 4.317 -5.039 -0.599 -0.02 0.14 0.36 0.331
H 3.190 -6.291 -0.093 -0.12 0.17 0.21 0.319
```
Forces are in eV/Å.

***

Sequential E_LUMO output: 2.10, -1.76 eV
Sequential frontier orbital gap output: 6.281, 7.165 eV